Record 1
Here is a structure of composition C4H5BrCoN in a non-equilibrium geometry from OMol25. Energies are from ωB97M-V/def2-TZVPD.

Structure (XYZ):
```
12
Properties=species:S:1:pos:R:3:forces:R:3:nbo_charge:R:1
Co -1.896 -3.347 2.432 -0.3 -0.2 -1.5 0.8052
Br -2.309 -3.514 -0.052 0.4 0.4 1.5 -0.7852
N -0.592 1.087 -0.583 -0.6 0.2 -0.4 -0.5209
C 0.544 1.812 -0.413 -1.3 1.7 -0.2 0.2032
C 1.554 0.974 0.001 1.6 -0.5 0.1 -0.2498
C 1.008 -0.265 0.082 1.6 -1.2 0.6 -0.1900
C -0.329 -0.193 -0.309 -1.3 -0.2 0.0 0.2036
H -1.492 1.438 -0.877 0.1 0.1 0.0 0.4586
H 0.496 2.888 -0.490 0.2 0.0 -0.2 0.2513
H 2.592 1.235 0.144 -0.2 0.1 0.2 0.2744
H 1.517 -1.159 0.410 -0.1 0.0 -0.2 0.2666
H -1.092 -0.956 -0.346 -0.1 -0.3 -0.1 0.2831
```
Positions in Å, forces in eV/Å.

Results
Charge: +1
⟨S²⟩: 3.77
Energy relative to the best compared isomer or geometry (same formula, charge and spin): 7.9 kcal/mol
Electronic energy: -113378.774 eV
HOMO (spin up / spin down): -12.3 / -11.7 eV
HOMO-LUMO gap (spin up / spin down): 7.97 / 4.07 eV
2S+1: 4

***

Record 2
Here is a cluster of 2 separate species, CH5PS in total in a non-equilibrium geometry from OMol25. Energies are from ωB97M-V/def2-TZVPD.

Structure (XYZ):
```
8
Properties=species:S:1:pos:R:3:forces:R:3:nbo_charge:R:1
C 1.482 -0.402 0.372 -1.6 1.4 -0.6 -0.5280
P -1.076 0.152 -0.113 -1.7 1.0 1.3 0.3863
S -3.160 0.091 0.298 2.7 0.0 -0.4 -0.3888
H 1.601 0.291 -0.450 0.3 -0.3 -0.1 0.1853
H 1.154 -1.387 0.235 0.2 -1.3 -0.2 0.1924
H 1.516 0.020 1.338 0.3 0.1 1.0 0.1890
H -0.853 -0.274 -1.386 0.0 -0.5 -1.0 -0.0270
H -0.664 1.508 -0.295 -0.3 -0.4 0.1 -0.0093
```
Positions in Å, forces in eV/Å.

Results
Energy relative to the best compared isomer or geometry (same formula, charge and spin): 68.9 kcal/mol
Electronic energy: -21238.835 eV
HOMO (spin up / spin down): -8.5 / -8.9 eV
HOMO-LUMO gap (spin up / spin down): 6.60 / 8.00 eV

***

Record 3
Here is a cluster of 2 separate species, C11H18 in total in a non-equilibrium geometry from OMol25. Energies are from ωB97M-V/def2-TZVPD.

Structure (XYZ):
```
29
Properties=species:S:1:pos:R:3:forces:R:3:nbo_charge:R:1
C -1.085 1.582 1.988 0.4 -0.6 -0.2 -0.6325
C -0.658 0.148 1.769 -0.2 0.3 0.3 0.0037
C -1.367 -0.752 0.974 0.3 0.1 0.5 -0.2293
C -0.769 -1.958 0.634 -0.9 0.0 0.4 -0.2045
C 0.480 -2.294 1.122 0.4 -0.2 -0.6 -0.2256
C 1.182 -1.419 1.934 -0.9 -0.2 0.9 -0.2009
C 0.545 -0.247 2.338 0.7 -0.1 -0.8 -0.2226
H -0.611 2.151 1.190 -0.3 0.2 -0.3 0.2241
H -0.595 1.955 2.886 -0.5 0.1 0.3 0.2150
H -2.168 1.708 1.958 0.2 0.2 0.2 0.2167
H -2.411 -0.554 0.753 0.2 0.1 -0.4 0.2125
H -1.377 -2.678 0.104 0.2 -0.1 -0.2 0.2117
H 0.894 -3.253 0.841 0.1 0.0 0.1 0.2122
H 2.098 -1.733 2.414 0.2 0.1 -0.2 0.2139
H 1.042 0.422 3.024 0.1 0.1 0.1 0.2058
C 1.053 1.733 -1.231 -0.8 0.1 -0.6 -0.6015
C 0.625 1.086 -2.582 -0.1 0.4 1.6 -0.2226
C 0.880 -0.414 -2.554 1.7 -0.2 -0.6 -0.6204
C -0.859 1.377 -2.799 0.6 1.1 -0.3 -0.6053
H 2.118 1.952 -1.257 0.1 -0.2 0.4 0.2061
H 0.751 1.096 -0.405 0.3 -0.1 0.2 0.2063
H 0.513 2.680 -1.105 0.2 0.0 0.0 0.1953
H 1.284 1.628 -3.256 -0.3 -0.4 -0.9 0.1938
H 0.017 -1.026 -2.310 -0.1 0.1 0.0 0.2140
H 1.339 -0.737 -3.494 -0.7 -0.1 -0.4 0.2092
H 1.720 -0.679 -1.898 -0.4 0.2 0.5 0.2093
H -0.980 2.457 -2.944 -0.1 -0.1 0.0 0.2019
H -1.259 0.912 -3.699 -0.2 -0.3 0.2 0.2086
H -1.394 1.151 -1.873 -0.2 -0.4 -0.3 0.2050
```
Positions in Å, forces in eV/Å.

Results
Energy relative to the best compared isomer or geometry (same formula, charge and spin): 14.4 kcal/mol
Electronic energy: -11698.657 eV
HOMO: -9.0 eV
HOMO-LUMO gap: 10.06 eV

***

Number 1 is which compound? C4H5BrCoN

***

Which of these has the highest energy relative to the best compared isomer or geometry (same formula, charge and spin)? CH5PS

***

Which of these has the lowest electronic energy? C4H5BrCoN